{"formula": "C20H67N5O11", "method": "wB97M-V/def2-TZVPD", "elements": ["C", "O", "C", "C", "C", "N", "H", "H", "H", "H", "H", "H", "H", "H", "H", "H", "H", "C", "O", "C", "C", "C", "N", "H", "H", "H", "H", "H", "H", "H", "H", "H", "H", "H", "C", "O", "C", "C", "C", "N", "H", "H", "H", "H", "H", "H", "H", "H", "H", "H", "H", "C", "O", "C", "C", "C", "N", "H", "H", "H", "H", "H", "H", "H", "H", "H", "H", "H", "C", "O", "C", "C", "C", "N", "H", "H", "H", "H", "H", "H", "H", "H", "H", "H", "H", "O", "H", "H", "O", "H", "H", "O", "H", "H", "O", "H", "H", "O", "H", "H", "O", "H", "H"], "coordinates": [[1.7691, 0.2476, -2.0881], [0.4785, 0.7190, -1.7823], [-0.1099, 0.3858, -0.5316], [0.7535, 0.5969, 0.7132], [-0.1118, 0.3416, 1.9499], [1.2450, 1.9711, 0.8010], [1.7704, -0.8430, -2.1968], [2.5167, 0.6827, -1.4184], [1.9869, 0.6509, -3.0806], [-1.0182, 0.9871, -0.4322], [-0.4769, -0.6413, -0.6754], [1.6416, -0.0344, 0.6073], [-0.7325, -0.5528, 1.9448], [-0.7421, 1.2152, 2.1218], [0.5531, 0.3032, 2.8155], [2.1659, 2.0402, 1.2549], [1.5747, 2.1603, -0.1532], [5.3206, 2.5723, -2.6288], [4.4701, 3.1429, -1.6662], [4.7970, 2.7367, -0.3663], [4.0268, 3.6133, 0.6121], [4.6116, 5.0143, 0.8392], [3.8657, 2.9096, 1.8976], [5.0279, 2.9369, -3.6154], [5.2248, 1.4847, -2.7286], [6.3618, 2.8697, -2.4804], [4.4546, 1.7014, -0.2211], [5.8605, 2.7716, -0.0951], [3.0103, 3.7754, 0.2464], [4.0342, 5.5499, 1.5934], [4.6866, 5.6617, -0.0368], [5.6399, 4.9597, 1.2147], [3.4160, 3.4321, 2.6416], [4.8212, 2.8055, 2.2401], [-3.8829, 1.7338, -0.7933], [-5.1461, 1.9348, -0.2024], [-6.0924, 1.0301, -0.7633], [-7.4558, 1.3499, -0.1670], [-7.9694, 2.7878, -0.2511], [-7.4582, 1.0508, 1.2988], [-3.5725, 0.6869, -0.8991], [-3.0797, 2.1023, -0.1475], [-3.8407, 2.2937, -1.7312], [-6.1147, 1.1718, -1.8494], [-5.8829, -0.0181, -0.5320], [-8.1967, 0.6254, -0.5138], [-8.0750, 3.0526, -1.3083], [-7.3710, 3.5578, 0.2322], [-8.9374, 2.8209, 0.2449], [-7.4431, 0.0413, 1.4276], [-6.5703, 1.3591, 1.6908], [-2.2000, -4.3782, -1.2299], [-2.3864, -4.9848, 0.0396], [-3.4993, -4.4520, 0.7609], [-3.2126, -3.1379, 1.5159], [-3.1061, -1.8926, 0.6237], [-1.9550, -3.2243, 2.2620], [-1.4158, -4.9543, -1.7192], [-1.8686, -3.3386, -1.1979], [-3.0708, -4.3535, -1.8921], [-4.4024, -4.3594, 0.1525], [-3.6271, -5.2024, 1.5452], [-3.9723, -3.0030, 2.2881], [-3.2354, -1.0309, 1.2767], [-3.8167, -1.9333, -0.2076], [-2.1775, -1.7739, 0.0640], [-1.2089, -3.4802, 1.6106], [-1.9294, -4.0835, 2.8165], [5.0646, -2.5585, -1.4274], [3.6721, -2.7372, -1.5753], [3.0634, -3.6533, -0.6738], [2.3017, -2.8801, 0.4210], [3.1807, -1.9857, 1.3165], [1.6636, -3.8979, 1.3181], [5.5935, -3.4951, -1.6363], [5.4110, -2.2657, -0.4319], [5.3615, -1.7963, -2.1436], [2.2922, -4.2227, -1.1984], [3.8089, -4.3335, -0.2516], [1.4691, -2.3464, -0.0413], [4.0253, -2.5646, 1.6995], [2.6560, -1.4316, 2.0858], [3.6524, -1.3252, 0.5805], [2.4716, -4.3479, 1.7491], [1.2408, -4.6046, 0.7179], [2.5389, -3.8124, -4.0595], [2.9152, -3.2180, -3.3906], [2.5773, -4.6863, -3.6597], [-0.6258, 3.7724, 1.6066], [0.0578, 3.0739, 1.3414], [-0.2260, 4.6133, 1.3662], [-1.5144, 0.7738, -3.6008], [-2.1853, 0.1382, -3.3336], [-0.7318, 0.5630, -3.0448], [0.4015, 3.6220, 5.0376], [0.6938, 4.4800, 4.7160], [-0.1826, 3.2932, 4.3408], [-0.1737, 3.3133, -2.6956], [-0.5534, 2.4630, -2.9604], [-0.3628, 3.9003, -3.4345], [0.7733, -2.4527, 3.4432], [-0.1839, -2.5289, 3.3548], [1.1333, -3.0272, 2.7227]], "atomic_forces_ev_per_a": [[-0.167, 0.180, -0.647], [-0.147, 0.795, 0.083], [-0.214, -0.166, -0.268], [-0.333, -0.533, -0.025], [0.664, 0.121, 0.415], [0.993, 0.330, -1.610], [0.362, 0.020, 0.504], [0.101, -0.534, 0.148], [0.000, 0.005, 0.065], [0.175, 0.273, -0.200], [0.317, -0.201, 0.783], [-0.357, -0.506, 0.420], [0.192, -0.112, -0.168], [-0.175, -0.031, -0.260], [-0.134, -0.261, 0.065], [-0.531, -0.532, 0.696], [-0.635, 0.565, -0.028], [-0.100, 0.151, -0.931], [0.564, 0.117, -0.158], [-0.950, -0.223, 0.839], [-0.925, 1.229, 0.699], [0.671, 0.105, -0.111], [1.320, -0.557, -0.071], [-0.121, 0.279, 0.167], [0.101, -0.109, 0.534], [0.072, -0.191, 0.180], [0.147, -0.079, 0.069], [0.172, 0.120, -0.483], [0.077, -0.155, -0.406], [-0.115, -0.047, -0.041], [-0.313, -0.271, -0.214], [-0.029, -0.204, 0.132], [-0.271, 0.382, -0.408], [-0.168, -0.414, 0.242], [0.907, 0.502, 0.294], [0.030, -1.138, 0.077], [-0.720, 1.119, -0.166], [-0.084, -0.045, 2.215], [-0.201, -0.270, -1.060], [0.523, -0.443, -0.011], [-0.637, -0.190, -0.380], [-0.399, 0.543, 0.150], [0.199, -0.359, -0.200], [0.057, -0.135, -0.149], [0.388, -0.039, -0.002], [-0.006, 0.351, -0.723], [-0.149, 0.256, 0.092], [0.460, -0.376, 0.026], [-0.109, -0.049, -0.192], [-0.082, 0.059, 0.022], [-0.128, 0.226, 0.016], [0.596, -0.048, -0.334], [-0.689, 0.941, -0.600], [0.496, -0.216, 0.956], [1.137, -0.094, -0.624], [-0.513, -0.177, -0.141], [0.849, -0.892, 0.106], [-0.043, -0.009, -0.104], [0.177, 0.002, 0.351], [-0.330, -0.435, 0.306], [0.039, -0.164, -0.187], [-0.474, -0.056, -0.118], [-0.366, 0.065, -0.358], [-0.119, 0.273, -0.396], [-0.538, 0.264, 0.427], [0.390, -0.262, 0.626], [-0.100, 0.511, -0.256], [-0.489, 0.265, 0.344], [0.475, -0.457, -0.083], [-0.195, -0.052, -0.075], [-0.189, 1.261, 0.385], [-0.246, -1.041, 1.433], [0.450, -0.188, -2.029], [0.895, -0.083, -0.956], [0.002, 0.021, -0.258], [-0.461, 0.218, 0.100], [0.047, -0.036, -0.017], [0.253, -0.130, -0.306], [-0.016, -0.035, 0.083], [0.237, 0.350, -0.062], [-0.235, -0.138, 0.391], [-0.105, -0.133, 0.041], [-0.030, 0.538, 0.444], [-0.328, -0.312, 0.226], [-0.204, -0.080, 0.300], [-0.034, 0.137, 0.086], [0.018, -0.186, -0.027], [0.039, 0.024, -0.051], [0.392, -0.522, 0.176], [-0.485, 0.837, 0.053], [-0.069, -0.041, -0.092], [0.241, -0.198, 0.097], [-0.050, 0.099, -0.054], [-0.298, 0.005, -0.121], [-0.006, -0.080, -0.083], [-0.090, -0.017, -0.027], [0.085, 0.126, -0.031], [0.056, 0.059, -0.155], [-0.074, 0.260, 0.081], [-0.035, -0.005, 0.061], [0.367, -0.181, -0.010], [-0.094, 0.108, -0.027], [-0.630, 0.347, 0.492]], "relative_energy_kj_mol": 143.75, "homo_lumo_gap_ev": 9.36, "smiles": "COC[C@H](C)N.COC[C@H](C)N.COC[C@H](C)N.COC[C@H](C)N.COC[C@H](C)N.O.O.O.O.O.O", "homo_energy_ha": -0.337, "total_charge": 0, "lumo_ev": 0.19, "total_energy_ha": -1903.49967}

{"formula": "C16H47N4O7Ti", "method": "wB97M-V/def2-TZVPD", "elements": ["Ti", "O", "H", "O", "H", "O", "H", "C", "C", "C", "O", "C", "N", "H", "H", "H", "H", "H", "H", "H", "H", "H", "H", "H", "C", "C", "C", "O", "C", "N", "H", "H", "H", "H", "H", "H", "H", "H", "H", "H", "H", "C", "C", "C", "O", "C", "N", "H", "H", "H", "H", "H", "H", "H", "H", "H", "H", "H", "C", "C", "C", "O", "C", "N", "H", "H", "H", "H", "H", "H", "H", "H", "H", "H", "H"], "coordinates": [[-9.8761, 11.0268, 17.9391], [-7.5013, 11.5624, 20.3158], [-8.0750, 11.6426, 21.1026], [-7.9922, 11.3027, 15.0816], [-8.8370, 11.0552, 14.6579], [-10.9923, 14.4991, 18.2816], [-11.3318, 15.2403, 17.7431], [-17.5970, 12.6228, 16.7413], [-16.2990, 13.1202, 16.1980], [-16.3149, 14.5191, 15.5280], [-17.4396, 14.5214, 14.5798], [-17.2186, 15.4370, 13.4920], [-15.3394, 13.1749, 17.3257], [-18.1398, 13.4546, 17.1904], [-17.4754, 12.0204, 17.6416], [-18.2000, 12.3237, 15.8840], [-15.7954, 12.4719, 15.4809], [-15.3735, 14.6912, 15.0063], [-16.4867, 15.2682, 16.3010], [-18.0312, 15.2768, 12.7834], [-16.2322, 15.2328, 13.0755], [-17.1354, 16.4935, 13.7471], [-14.4741, 13.5657, 16.9813], [-15.7677, 13.8336, 17.9603], [-6.9693, 4.7417, 21.4408], [-6.9075, 6.1967, 22.0274], [-5.4934, 6.5569, 22.4867], [-5.6677, 7.3670, 23.5789], [-4.5192, 8.0133, 24.0856], [-7.3327, 7.0117, 20.9174], [-7.9532, 4.3781, 21.1444], [-6.5819, 3.9738, 22.1104], [-6.3304, 4.6620, 20.5613], [-7.5785, 6.4699, 22.8417], [-4.9858, 7.0319, 21.6471], [-4.9249, 5.6534, 22.7070], [-4.0414, 8.5761, 23.2837], [-3.8974, 7.1794, 24.4114], [-4.7999, 8.7719, 24.8163], [-8.3333, 7.1486, 20.9290], [-6.9061, 7.9190, 21.0393], [-10.2083, 6.2254, 14.1707], [-9.2185, 6.0290, 15.2982], [-7.8163, 5.5900, 14.7746], [-6.9355, 5.3613, 15.8611], [-5.8139, 6.2452, 15.9470], [-9.0520, 7.3277, 16.0695], [-10.0163, 7.0471, 13.4807], [-11.1616, 6.4348, 14.6559], [-10.3729, 5.3174, 13.5905], [-9.5401, 5.2329, 15.9697], [-7.5658, 6.3151, 14.0003], [-7.9398, 4.6622, 14.2161], [-6.1702, 7.2712, 15.8553], [-5.1035, 6.1027, 15.1326], [-5.2950, 6.1093, 16.8959], [-8.5592, 8.0788, 15.6079], [-8.4296, 7.0849, 16.8270], [-13.0918, 10.3688, 22.3453], [-13.5737, 9.0768, 21.7606], [-15.0044, 8.7920, 22.0812], [-15.4989, 7.4117, 21.7311], [-14.7142, 6.3623, 22.3215], [-13.3452, 9.2003, 20.3131], [-12.0414, 10.5303, 22.5876], [-13.6644, 10.6385, 23.2327], [-13.2746, 11.2031, 21.6682], [-13.0492, 8.2064, 22.1549], [-15.7159, 9.4701, 21.6100], [-15.1928, 8.8464, 23.1535], [-13.7615, 6.1699, 21.8281], [-15.2964, 5.4637, 22.1172], [-14.3975, 6.4683, 23.3590], [-13.7414, 10.0806, 20.0162], [-13.9571, 8.6133, 19.7643]], "atomic_forces_ev_per_a": [[1.384, 1.288, -0.065], [-0.979, -0.528, 0.008], [0.312, 0.017, -0.485], [-1.074, -0.674, 0.494], [0.468, 0.196, 0.072], [-0.456, 0.006, -0.241], [0.248, -0.560, 0.195], [-0.769, 1.162, -0.228], [2.373, 0.807, 0.427], [-1.970, -1.277, -0.390], [1.085, 1.147, -0.029], [0.319, -0.820, 0.592], [-0.740, -0.088, -0.541], [-0.140, 0.577, -0.222], [0.153, -0.996, -0.781], [-0.312, -0.767, 0.567], [-0.594, -0.484, -0.169], [0.048, 0.092, 0.003], [0.035, 0.299, -0.030], [0.210, 0.066, -0.076], [-0.044, -0.321, -0.558], [-0.513, 0.178, 0.573], [0.483, 0.119, 0.414], [0.477, 0.262, 0.539], [0.329, -0.188, 1.035], [-0.343, -1.512, -1.152], [-0.698, -0.726, -1.034], [-0.563, 1.445, 1.254], [-0.269, -0.484, -1.129], [0.551, 0.994, -0.643], [-0.197, 0.503, -0.006], [0.031, -0.009, 0.482], [-0.039, 0.443, -0.120], [0.095, -1.050, 0.598], [0.240, 0.414, -0.096], [0.203, -0.289, 0.364], [0.359, -0.068, -0.175], [0.712, 0.525, 0.638], [-0.084, -0.568, 0.344], [-0.053, 0.104, -0.077], [-0.307, 0.569, -0.358], [-0.819, -0.301, 0.362], [2.064, 1.805, -0.314], [-1.563, -0.303, -0.008], [0.576, 0.232, -0.294], [-0.625, 0.337, -0.392], [-0.561, -1.873, 0.328], [0.391, 0.049, 0.191], [-0.143, 0.192, -0.132], [0.210, -0.162, -0.102], [-0.272, 0.285, 0.252], [0.881, 0.440, 0.367], [0.109, -0.457, 0.047], [0.133, 0.185, 0.253], [0.097, -0.316, -0.180], [-0.291, -0.132, 0.000], [-0.108, 0.123, -0.850], [-0.060, 0.076, 0.487], [-0.219, 1.535, 0.932], [0.177, -0.336, -1.383], [-1.714, -1.600, 0.691], [1.571, 1.203, 0.605], [-0.146, -0.061, -1.176], [-0.316, -0.268, -0.350], [0.105, -0.830, -0.078], [0.040, -0.118, 0.333], [-0.253, -0.094, -0.271], [0.585, 0.135, -0.097], [0.124, -0.035, -0.269], [0.192, 0.207, 0.336], [0.134, 0.349, -0.545], [-0.084, -0.056, 0.557], [-0.764, 0.319, 0.408], [0.457, 0.742, 0.137], [0.122, -1.075, 0.159]], "relative_energy_kj_mol": 399.42, "homo_lumo_gap_ev": [4.17, 4.69], "homo_energy_ha": [-0.011, -0.031], "total_charge": -2, "multiplicity": 4, "lumo_ev": [3.86, 3.86], "total_energy_ha": -2232.53079}

{"formula": "C11H15N", "method": "wB97M-V/def2-TZVPD", "elements": ["C", "C", "C", "N", "C", "C", "C", "C", "C", "C", "H", "H", "H", "H", "H", "H", "H", "H", "H", "C", "C", "H", "H", "H", "H", "H", "H"], "coordinates": [[-3.6174, 2.0090, -1.1632], [-2.3277, 1.8139, -0.4260], [-2.1435, 1.9800, 0.9119], [-0.9286, 1.4545, 1.2894], [-0.2583, 1.0285, 0.1691], [0.9069, 0.2729, 0.0391], [1.4122, -0.0506, -1.2034], [0.6132, 0.3655, -2.3050], [-0.6506, 0.8904, -2.2017], [-1.1291, 1.1995, -0.9179], [-3.7566, 3.0674, -1.4104], [-4.4788, 1.7133, -0.5664], [-3.6216, 1.5060, -2.1271], [-2.8637, 2.3136, 1.6391], [-0.4632, 1.5682, 2.1724], [1.4179, 0.0860, 0.9721], [2.3589, -0.5216, -1.4156], [1.0591, 0.1479, -3.2657], [-1.2829, 0.9365, -3.0764], [2.1838, -3.2330, 2.1170], [2.7219, -2.2065, 1.1241], [1.3011, -3.7323, 1.7071], [2.8959, -4.0196, 2.3413], [1.8553, -2.7789, 3.0523], [2.3468, -2.3468, 0.1172], [3.8096, -2.2822, 0.9727], [2.6395, -1.1814, 1.4539]], "atomic_forces_ev_per_a": [[0.218, 0.956, -0.204], [-0.395, -0.533, 0.153], [-0.219, -0.368, -0.035], [0.697, 0.170, 0.264], [-0.732, -0.950, -0.720], [0.844, 0.645, 0.988], [-1.585, 1.353, -0.270], [0.964, -0.993, -0.288], [-0.038, -0.464, 0.349], [0.259, 0.716, -0.511], [-0.062, -0.013, 0.045], [0.019, -0.179, -0.089], [-0.036, -0.317, 0.100], [0.102, 0.155, 0.135], [-0.276, 0.071, 0.101], [0.221, -0.209, -0.163], [0.031, -0.104, 0.383], [-0.340, 0.033, -0.315], [0.016, 0.395, -0.091], [-0.544, -0.049, -0.157], [1.512, -0.268, -0.146], [0.049, 0.056, 0.038], [0.175, -0.026, 0.088], [0.179, 0.006, 0.031], [-0.485, 0.224, 0.025], [-0.096, -0.360, 0.287], [-0.476, 0.052, 0.001]], "relative_energy_kj_mol": 71.98, "homo_lumo_gap_ev": 8.70, "smiles": "Cc1c[nH]c2ccccc12.CC", "homo_energy_ha": -0.286, "total_charge": 0, "lumo_ev": 0.91, "total_energy_ha": -482.88776}